(1)
A 12-piece molecular cluster, C3H31N2O11S overall at a distorted geometry, computed with wB97M-V/def2-TZVPD.

As for the strongest force on any atom: 0.05114 hartree/bohr. The calculation puts the energy above the lowest of the compared OMol25 structures with the same formula, charge and spin at 79.4 kJ/mol. As for the total charge: -1. As for the molar mass: 303.35 g/mol. Its HOMO energy is -4.3 eV. The value obtained for the orbital gap is 7.02 eV.

Each line ends with the natural charge from an NBO analysis.
Element x y z (Å)
C -0.419 0.284 -0.636  -0.226
C -1.989 0.212 -0.618  -0.520
S -2.763 1.036 0.810  -0.678
N 0.061 0.100 0.722  -0.668
C 1.428 -0.441 0.913  -0.066
N 1.497 -1.852 1.110  -0.883
H 0.025 1.244 -0.919  0.177
H -0.170 -0.436 -1.418  0.138
H -2.408 0.472 -1.583  0.200
H -2.115 -0.864 -0.423  0.179
H -0.498 -0.502 1.291  0.358
H 2.050 -0.169 0.044  0.173
H 1.891 0.290 1.603  0.166
H 1.410 -2.246 2.035  0.389
H 2.322 -2.273 0.704  0.365
H -0.565 2.969 3.393  0.477
H 0.565 2.105 2.862  0.488
O -0.057 2.189 3.592  -0.962
H -0.564 -1.498 2.850  0.469
H -0.473 -0.116 3.409  0.499
O -0.047 -0.982 3.483  -0.971
H -0.104 -2.227 -4.021  0.500
H 1.043 -1.180 -3.947  0.460
O 0.242 -1.408 -4.409  -0.968
H -2.752 -1.822 3.086  0.476
H -2.827 -1.062 1.744  0.511
O -2.558 -1.928 2.157  -1.026
H 2.284 -1.000 -2.189  0.466
H 1.949 -1.955 -1.181  0.473
O 2.633 -1.838 -1.854  -0.943
H -2.271 3.492 -1.217  0.484
H -1.657 3.195 -2.468  0.467
O -1.547 3.843 -1.757  -0.948
H -1.145 -2.511 0.625  0.499
H -1.928 -3.843 0.497  0.481
O -1.222 -3.323 0.115  -0.976
H -1.074 -3.320 -1.782  0.498
H -0.487 -1.921 -1.566  0.468
O -0.835 -2.505 -2.252  -0.976
H -0.479 3.082 0.145  0.483
H -1.041 2.477 1.337  0.512
O -0.308 3.096 1.097  -1.048
H 2.759 2.109 -2.215  0.496
H 3.444 0.680 -2.244  0.475
O 2.825 1.267 -2.671  -0.968
H 1.732 2.294 0.614  0.482
H 1.805 3.785 0.631  0.483
O 2.341 3.000 0.501  -0.966

Forces on atoms 1 to 6 (eV/Å):
-1.17 0.73 0.53
1.38 -0.38 1.09
-0.45 0.30 -0.16
1.62 -1.19 -0.22
0.26 2.50 -0.77
0.45 -0.87 -0.39

=====

(2)
A 2-piece molecular cluster, C7H9N4 overall at a distorted geometry, computed with wB97M-V/def2-TZVPD.

As for the strongest force on any atom: 0.07443 hartree/bohr. The calculation puts the energy above the lowest of the compared OMol25 structures with the same formula, charge and spin at 334.3 kJ/mol. As for the total charge: +1. As for the molar mass: 149.18 g/mol. Its HOMO energy is -12.6 eV. The value obtained for the orbital gap is 6.49 eV.

Each line ends with the natural charge from an NBO analysis.
Element x y z (Å)
C -0.203 -0.461 -3.112  -0.005
C 0.231 -0.262 -1.843  -0.112
C -1.677 0.359 2.601  -0.068
C -0.722 -0.452 2.016  -0.111
C 1.088 -2.080 -2.716  0.192
C -0.105 1.657 1.716  0.189
C 1.458 -1.540 -0.372  0.199
N 0.410 -1.582 -3.668  -0.309
N -1.214 1.700 2.516  -0.510
N 1.052 -1.340 -1.571  -0.319
N 0.193 0.400 1.426  -0.562
H -0.846 0.186 -3.839  0.266
H -0.147 0.404 -1.159  0.261
H -2.396 0.205 3.383  0.235
H -0.460 -1.507 1.957  0.220
H 1.799 -2.796 -2.958  0.234
H 0.579 2.450 1.381  0.228
H 1.773 -2.593 -0.135  0.228
H 1.190 -0.793 0.421  0.299
H -1.511 2.498 3.071  0.445

Forces on atoms 1 to 6 (eV/Å):
-0.96 2.28 -1.22
-1.63 0.49 -3.43
1.23 0.73 1.62
-0.17 2.11 -0.26
0.40 -1.18 -2.89
0.43 -1.00 0.34

=====

(3)
One molecule with the formula C5H7N, computed with wB97M-V/def2-TZVPD.

As for the structure (SMILES): C=C=NCC=C. As for the strongest force on any atom: 0.01517 hartree/bohr. The calculation puts the energy above the lowest of the compared OMol25 structures with the same formula, charge and spin at 212.7 kJ/mol. As for the molar mass: 81.12 g/mol. Its HOMO energy is -8.9 eV. The value obtained for the orbital gap is 9.97 eV.

Each line ends with the natural charge from an NBO analysis.
Element x y z (Å)
C 2.226 0.239 -0.689  -0.646
C 1.505 -0.240 0.295  0.424
N 0.853 -0.701 1.222  -0.428
C -0.623 -0.641 1.195  -0.272
C -1.172 0.454 0.323  -0.208
C -1.473 0.287 -0.960  -0.367
H 2.456 -0.385 -1.546  0.240
H 2.574 1.264 -0.668  0.241
H -0.954 -0.529 2.232  0.211
H -0.969 -1.622 0.850  0.209
H -1.238 1.445 0.771  0.203
H -1.386 -0.686 -1.441  0.192
H -1.801 1.114 -1.584  0.203

Forces on atoms 1 to 6 (eV/Å):
-0.03 -0.04 0.09
-0.21 -0.13 0.27
0.44 0.30 -0.57
-0.26 -0.06 0.02
0.01 -0.01 -0.17
0.01 0.01 0.15

=====

(4)
C4H20N4O7Pt as an isolated structure at a distorted geometry, computed with wB97M-V/def2-TZVPD.

As for the strongest force on any atom: 0.12152 hartree/bohr. As for the total charge: +2. As for the molar mass: 431.30 g/mol. Its HOMO energy (spin up / spin down) is -15.3 / -15.1 eV. The value obtained for the orbital gap (spin up / spin down) is 6.90 / 3.19 eV. The spin multiplicity is 3.

Each line ends with the natural charge from an NBO analysis.
Element x y z (Å)
Pt -0.848 0.533 0.048  1.166
C 2.664 0.793 -3.038  0.749
O 1.838 0.542 -2.197  -0.720
N 2.935 1.914 -3.545  -0.804
N 3.389 -0.110 -3.592  -0.810
H 3.661 2.097 -4.223  0.423
H 2.486 2.521 -2.874  0.413
H 3.727 0.136 -4.512  0.405
H 3.437 -0.979 -3.080  0.408
C 2.873 -1.208 1.816  0.734
O 1.760 -0.680 1.694  -0.272
N 3.041 -2.355 2.359  -0.738
N 4.038 -0.586 1.571  -0.770
H 2.198 -2.791 2.705  0.428
H 3.827 -2.959 2.169  0.440
H 4.082 0.414 1.435  0.434
H 4.909 -1.060 1.764  0.428
C -4.086 -1.143 2.360  -0.080
C -4.768 0.158 1.669  -0.085
O -3.886 0.564 0.573  -0.758
O -2.693 -1.028 2.152  -0.748
H -4.425 -2.084 1.929  0.177
H -4.439 -1.083 3.390  0.187
H -4.882 1.007 2.343  0.182
H -5.753 -0.168 1.337  0.193
H -4.478 1.137 0.081  0.487
H -2.230 -1.710 2.643  0.482
O -0.712 -2.233 -1.114  -0.965
H 0.089 -2.102 -1.621  0.487
H -0.758 -3.180 -0.978  0.500
O -0.434 2.999 1.851  -0.973
H -0.836 3.867 1.874  0.501
H 0.260 3.037 2.509  0.489
O -1.934 1.912 -2.780  -0.964
H -1.504 2.457 -3.438  0.489
H -2.547 1.371 -3.278  0.486

Forces on atoms 1 to 6 (eV/Å):
-0.57 -0.23 0.22
0.01 -2.75 -0.23
-2.22 -0.10 3.11
-1.12 6.15 -0.09
2.07 -4.25 -1.12
-0.21 0.46 0.66

=====

(5)
C4H6N2O as an isolated structure at a distorted geometry, computed with wB97M-V/def2-TZVPD.

As for the strongest force on any atom: 0.03130 hartree/bohr. The calculation puts the energy above the lowest of the compared OMol25 structures with the same formula, charge and spin at 381.1 kJ/mol. As for the molar mass: 98.10 g/mol. Its HOMO energy is -9.4 eV. The value obtained for the orbital gap is 10.42 eV.

Each line ends with the natural charge from an NBO analysis.
Element x y z (Å)
N 1.592 -0.879 -1.302  -0.697
C 1.127 -0.131 -0.408  0.540
O 1.656 0.989 0.192  -0.504
C 0.448 1.249 0.947  -0.074
C -0.237 0.032 0.197  -0.015
C -1.526 -0.527 -0.634  -0.173
N -1.290 -0.708 0.744  -0.589
H 2.545 -0.630 -1.556  0.355
H 0.682 1.119 2.027  0.188
H 0.080 2.265 0.808  0.188
H -1.648 -1.447 -1.263  0.207
H -2.189 0.261 -0.975  0.185
H -1.239 -1.591 1.224  0.388

Forces on atoms 1 to 6 (eV/Å):
0.05 0.03 0.38
0.14 -0.81 -0.37
0.01 -0.22 -0.20
-0.51 0.15 -0.26
0.06 -0.10 0.00
-0.06 0.55 0.22

=====

(6)
One molecule with the formula C6H13IOSi at a distorted geometry, computed with wB97M-V/def2-TZVPD.

As for the strongest force on any atom: 0.09648 hartree/bohr. The calculation puts the energy above the lowest of the compared OMol25 structures with the same formula, charge and spin at 0.0 kJ/mol. As for the molar mass: 256.16 g/mol. Its HOMO energy (spin up / spin down) is -5.5 / -8.3 eV. The value obtained for the orbital gap (spin up / spin down) is 6.13 / 5.00 eV. The spin multiplicity is 3.

Each line ends with the natural charge from an NBO analysis.
Element x y z (Å)
C 3.070 -0.915 -0.320  -0.695
C 1.706 -0.386 -0.532  -0.315
C -2.154 -0.466 1.408  -1.118
C -1.092 2.209 0.029  -1.078
C -1.502 -0.369 -1.560  -1.122
C 0.725 -0.374 0.363  -0.024
O 0.860 -0.723 1.612  -0.681
Si -1.043 0.280 0.067  1.574
I 4.863 0.551 -0.460  0.139
H 3.402 -1.558 0.558  0.202
H 3.353 -1.600 -1.175  0.244
H 1.469 -0.079 -1.636  0.218
H -2.067 -0.020 2.479  0.253
H -3.262 -0.469 1.087  0.240
H -1.794 -1.475 1.558  0.243
H -2.179 2.517 -0.013  0.234
H -0.520 2.654 0.863  0.243
H -0.545 2.592 -0.756  0.231
H -1.030 0.090 -2.385  0.244
H -1.536 -1.412 -1.589  0.243
H -2.477 -0.002 -1.616  0.230
H 1.753 -1.049 2.020  0.493

Forces on atoms 1 to 6 (eV/Å):
-2.76 -3.42 -0.01
2.47 -0.76 -3.05
-0.98 1.00 1.08
-1.35 -1.40 2.04
0.00 0.84 0.45
-1.50 1.43 -0.44